Entry from the OMol25 dataset: C39H41BrCoN6O3S3 as an isolated structure in a non-equilibrium geometry (the ωB97M-V functional and the def2-TZVPD basis).

Each line ends with the Mulliken spin population.
Element x y z (Å)
Co1 -1.54 0.48 -0.27  1.131
O1 -1.43 0.55 1.80  -0.014
S1 -1.27 -0.24 3.07  -0.004
C1 -2.35 -1.73 2.87  0.002
C2 -3.81 -1.33 2.70  0.001
C3 -4.62 -2.48 2.07  0.000
C4 -5.05 -2.20 0.65  0.000
S2 -3.74 -2.14 -0.64  -0.006
O2 -2.69 -1.17 -0.17  -0.072
C5 -2.91 -3.73 -0.35  0.001
C6 -3.62 -4.92 -0.37  -0.001
C7 -2.93 -6.12 -0.25  0.000
C8 -1.54 -6.12 -0.14  0.000
C9 -0.84 -4.92 -0.14  -0.001
C10 -1.53 -3.73 -0.25  -0.012
C11 0.33 -1.07 2.82  -0.002
C12 0.55 -2.42 3.01  -0.002
C13 1.79 -2.96 2.70  0.000
C14 2.80 -2.15 2.21  0.000
C15 2.59 -0.79 2.06  0.000
C16 1.36 -0.25 2.38  0.003
H1 -2.21 -2.33 3.76  0.000
H2 -1.98 -2.26 1.99  0.000
H3 -3.86 -0.46 2.05  0.000
H4 -4.23 -1.06 3.66  0.000
H5 -5.53 -2.65 2.66  0.000
H6 -4.05 -3.41 2.11  0.000
H7 -5.54 -1.22 0.59  0.000
H8 -5.76 -2.94 0.28  0.000
H9 -4.69 -4.93 -0.48  0.000
H10 -3.47 -7.05 -0.26  0.000
H11 -1.01 -7.05 -0.06  0.000
H12 0.23 -4.92 -0.07  0.000
H13 -0.99 -2.79 -0.27  0.033
H14 -0.22 -3.06 3.42  0.000
H15 1.96 -4.01 2.86  0.000
H16 3.75 -2.58 1.95  0.000
H17 3.38 -0.16 1.70  0.000
H18 1.18 0.81 2.30  0.002
C17 1.38 -0.90 -2.11  -0.006
C18 1.45 0.37 -1.35  0.039
N1 0.53 0.84 -0.52  -0.095
C19 1.03 2.00 0.00  0.011
C20 2.26 2.24 -0.53  -0.002
N2 2.52 1.20 -1.38  -0.001
C21 3.75 1.06 -2.13  -0.001
N3 4.85 1.44 -1.32  0.000
N4 5.28 2.73 -1.26  0.000
N5 6.18 2.85 -0.39  0.000
C22 6.40 1.66 0.23  0.000
C23 7.24 1.28 1.27  0.000
C24 7.17 -0.03 1.68  0.000
C25 6.30 -0.95 1.09  0.000
C26 5.45 -0.60 0.05  0.000
C27 5.52 0.72 -0.37  0.000
H19 0.44 -1.40 -1.88  -0.003
H20 2.20 -1.56 -1.83  0.001
H21 1.43 -0.73 -3.18  0.001
H22 0.48 2.57 0.72  0.004
H23 2.96 3.04 -0.37  0.000
H24 3.73 1.72 -3.01  0.000
H25 3.86 0.02 -2.46  0.000
H26 7.91 2.00 1.72  0.000
H27 7.79 -0.37 2.50  0.000
H28 6.29 -1.96 1.45  0.000
H29 4.78 -1.32 -0.40  0.000
C28 -4.39 4.17 -0.30  0.004
S3 -2.91 3.39 -1.04  0.003
O3 -2.87 2.03 -0.38  0.018
C29 -1.61 4.28 -0.13  0.000
C30 -0.67 5.03 -0.80  -0.001
C31 0.38 5.60 -0.10  0.000
C32 0.47 5.41 1.27  0.000
C33 -0.47 4.65 1.94  0.001
C34 -1.51 4.06 1.24  0.000
H30 -4.30 4.24 0.78  0.000
H31 -5.24 3.55 -0.57  0.000
H32 -4.50 5.15 -0.75  0.001
H33 -0.74 5.17 -1.87  0.000
H34 1.13 6.18 -0.61  0.000
H35 1.29 5.86 1.82  0.000
H36 -0.39 4.49 3.01  0.000
H37 -2.23 3.43 1.74  0.000
Br1 -1.53 0.83 -7.12  0.000
C35 -1.56 0.71 -5.24  0.000
C36 -2.02 -0.44 -4.60  -0.002
C37 -1.99 -0.48 -3.22  0.001
N6 -1.54 0.52 -2.47  -0.030
C38 -1.12 1.62 -3.09  0.000
C39 -1.11 1.76 -4.46  -0.001
H38 -2.39 -1.29 -5.16  0.000
H39 -2.34 -1.36 -2.70  0.003
H40 -0.76 2.42 -2.45  0.000
H41 -0.77 2.68 -4.91  0.000

Values from the calculation:
E_HOMO (spin up / spin down) = -13.12 / -13.12 eV
Total charge = +2
Energy above the lowest of the compared OMol25 structures with the same formula, charge and spin = 22.5 kcal/mol
Gap between HOMO and LUMO (spin up / spin down) = 7.6 / 8.5 eV
Spin multiplicity = 2

Entry from the OMol25 dataset: a 2-piece molecular cluster, C3H8N2O3S2 overall in a non-equilibrium geometry (the ωB97M-V functional and the def2-TZVPD basis).

Each line ends with the Löwdin charge.
Element x y z (Å)
C1 0.37 -1.28 -1.48  -0.399
C2 3.32 0.09 0.00  -0.358
C3 -2.72 0.17 1.06  -0.373
N1 1.09 -0.21 -1.44  -0.427
N2 -1.53 -0.54 -1.21  -0.523
O1 0.48 -2.45 -1.63  0.122
O2 0.52 1.05 -1.26  -0.054
O3 -2.18 -0.85 -2.39  -0.130
S1 2.79 -0.17 -1.72  0.962
S2 -2.10 -1.30 0.19  0.841
H1 3.07 1.10 0.30  0.034
H2 4.40 -0.05 0.02  0.035
H3 2.83 -0.65 0.63  0.043
H4 -2.25 1.04 0.61  0.028
H5 -2.43 0.09 2.11  0.024
H6 -3.80 0.22 0.97  0.023
H7 -0.45 0.90 -1.30  0.070
H8 -2.34 -1.81 -2.46  0.080

Values from the calculation:
E_HOMO = -8.42 eV
Total charge = 0
Energy above the lowest of the compared OMol25 structures with the same formula, charge and spin = 42.9 kcal/mol
Gap between HOMO and LUMO = 8.8 eV
Spin multiplicity = 1

Entry from the OMol25 dataset: a 2-piece molecular cluster, C6H8 overall in a non-equilibrium geometry (the ωB97M-V functional and the def2-TZVPD basis).

Each line ends with the Mulliken spin population.
Element x y z (Å)
C1 1.06 0.14 0.01  0.097
C2 2.19 -0.47 0.24  0.519
C3 -0.67 1.39 0.47  0.024
C4 0.30 1.15 -0.59  0.725
C5 -0.38 -0.06 0.18  0.358
C6 -1.32 -1.23 0.03  -0.047
H1 2.20 -1.54 0.52  0.017
H2 2.93 0.01 -0.45  0.013
H3 -0.28 1.75 1.42  0.041
H4 -1.68 1.77 0.24  0.001
H5 0.44 1.80 -2.00  0.192
H6 -2.24 -0.98 -0.50  0.024
H7 -1.66 -1.61 0.95  0.030
H8 -0.88 -2.12 -0.51  0.005

Values from the calculation:
E_HOMO (spin up / spin down) = -4.13 / -9.94 eV
Total charge = 0
Energy above the lowest of the compared OMol25 structures with the same formula, charge and spin = 108.2 kcal/mol
Gap between HOMO and LUMO (spin up / spin down) = 5.0 / 7.4 eV
Spin multiplicity = 3

Entry from the OMol25 dataset: a 2-piece molecular cluster, C5H15PSi overall in a non-equilibrium geometry (the ωB97M-V functional and the def2-TZVPD basis).

Each line ends with the Löwdin charge.
Element x y z (Å)
C1 -1.45 1.82 1.24  -0.185
C2 -0.43 1.04 0.40  -0.374
Si1 -1.18 -0.63 -0.42  0.457
C3 -3.02 -0.85 -0.87  -0.256
P1 -0.16 -2.21 1.01  0.519
H1 -2.21 1.19 1.61  0.037
H2 -1.07 2.41 2.04  0.050
H3 -1.98 2.58 0.61  0.083
H4 0.41 0.79 0.93  -0.002
H5 -0.13 1.72 -0.44  0.066
H6 -0.53 -0.85 -1.69  -0.062
H7 -3.26 0.08 -1.41  0.028
H8 -3.12 -1.73 -1.39  -0.023
H9 -3.80 -0.89 -0.10  0.032
H10 -0.85 -3.36 0.56  -0.208
H11 0.92 -2.32 -0.01  -0.161
C4 3.77 0.80 -0.22  -0.117
C5 3.41 -0.38 -0.47  -0.120
H12 4.47 1.00 0.51  0.021
H13 3.68 1.69 -0.93  0.083
H14 3.66 -1.14 0.35  0.084
H15 2.87 -0.75 -1.33  0.048

Values from the calculation:
E_HOMO = -9.05 eV
Total charge = 0
SMILES = CC[Si@H](C)P.C=C
Energy above the lowest of the compared OMol25 structures with the same formula, charge and spin = 41.7 kcal/mol
Gap between HOMO and LUMO = 9.9 eV
Spin multiplicity = 1

Entry from the OMol25 dataset: a 2-piece molecular cluster, C17H11Cl2N2O2S overall in a non-equilibrium geometry (the ωB97M-V functional and the def2-TZVPD basis).

Each line ends with the Löwdin charge.
Element x y z (Å)
C1 0.34 -0.31 3.62  0.025
C2 1.36 0.56 3.86  -0.253
C3 2.71 0.12 3.78  -0.192
N1 3.80 -0.29 3.68  0.163
C4 1.13 1.90 4.29  -0.187
N2 0.94 3.01 4.63  0.172
C5 -1.06 0.08 3.71  -0.211
C6 -1.53 1.26 3.07  -0.024
C7 -2.88 1.61 3.15  -0.064
C8 -3.77 0.82 3.88  -0.083
C9 -3.32 -0.35 4.51  -0.090
C10 -1.99 -0.72 4.41  -0.035
H1 0.57 -1.36 3.40  0.146
H2 -0.83 1.86 2.48  0.109
H3 -3.23 2.52 2.65  0.108
H4 -4.82 1.11 3.96  0.100
H5 -4.02 -0.97 5.08  0.100
H6 -1.61 -1.62 4.91  0.114
Cl1 2.19 -0.80 -8.16  0.641
C11 1.64 -0.74 -6.52  -0.699
C12 0.79 0.30 -6.11  -0.106
C13 0.34 0.33 -4.78  -0.048
C14 0.74 -0.66 -3.89  -0.267
S1 0.17 -0.64 -2.16  0.534
C15 1.40 0.17 -1.28  -0.947
Cl2 1.13 0.65 0.27  0.532
O1 -1.03 0.16 -2.21  -0.394
O2 0.10 -2.03 -1.78  -0.389
C16 1.59 -1.69 -4.30  -0.056
C17 2.04 -1.73 -5.62  -0.106
H7 0.48 1.05 -6.82  0.097
H8 -0.34 1.12 -4.46  0.113
H9 2.39 0.29 -1.71  -0.010
H10 1.87 -2.47 -3.59  0.113
H11 2.69 -2.53 -5.95  0.097

Values from the calculation:
E_HOMO = -2.65 eV
Total charge = -1
Energy above the lowest of the compared OMol25 structures with the same formula, charge and spin = 0.0 kcal/mol
Gap between HOMO and LUMO = 4.1 eV
Spin multiplicity = 1

Repeat the fourth record exactly.
Entry from the OMol25 dataset: a 2-piece molecular cluster, C5H15PSi overall in a non-equilibrium geometry (the ωB97M-V functional and the def2-TZVPD basis).

Each line ends with the Löwdin charge.
Element x y z (Å)
C1 -1.45 1.82 1.24  -0.185
C2 -0.43 1.04 0.40  -0.374
Si1 -1.18 -0.63 -0.42  0.457
C3 -3.02 -0.85 -0.87  -0.256
P1 -0.16 -2.21 1.01  0.519
H1 -2.21 1.19 1.61  0.037
H2 -1.07 2.41 2.04  0.050
H3 -1.98 2.58 0.61  0.083
H4 0.41 0.79 0.93  -0.002
H5 -0.13 1.72 -0.44  0.066
H6 -0.53 -0.85 -1.69  -0.062
H7 -3.26 0.08 -1.41  0.028
H8 -3.12 -1.73 -1.39  -0.023
H9 -3.80 -0.89 -0.10  0.032
H10 -0.85 -3.36 0.56  -0.208
H11 0.92 -2.32 -0.01  -0.161
C4 3.77 0.80 -0.22  -0.117
C5 3.41 -0.38 -0.47  -0.120
H12 4.47 1.00 0.51  0.021
H13 3.68 1.69 -0.93  0.083
H14 3.66 -1.14 0.35  0.084
H15 2.87 -0.75 -1.33  0.048

Values from the calculation:
E_HOMO = -9.05 eV
Total charge = 0
SMILES = CC[Si@H](C)P.C=C
Energy above the lowest of the compared OMol25 structures with the same formula, charge and spin = 41.7 kcal/mol
Gap between HOMO and LUMO = 9.9 eV
Spin multiplicity = 1